# 1
Here is 9 unconnected molecules or ions with the total composition C4H28N2O10 in a non-equilibrium geometry from OMol25. Energies are from ωB97M-V/def2-TZVPD.

Values from the calculation:
Kohn-Sham gap = 0.355 Eh
SMILES string = OCNCCNCO.O.O.O.O.O.O.O.O
total charge = 0
relative energy (zero: lowest compared OMol25 entry of this formula, charge and spin) = 98.2 kcal/mol
spin multiplicity = 1

Each line ends with the natural charge from an NBO analysis.
Positions of all 44 atoms, in Å:
O (-2.479, 0.345, 1.791)  -0.7778
C (-1.750, -0.287, 2.870)  0.0912
N (-0.430, -0.729, 2.471)  -0.6492
C (0.392, 0.325, 1.924)  -0.2474
C (1.165, 0.003, 0.617)  -0.2222
N (1.609, -1.400, 0.588)  -0.6958
C (2.158, -1.818, -0.724)  0.0934
O (2.231, -0.673, -1.533)  -0.7873
H (-2.556, 1.283, 1.929)  0.4953
H (-1.625, 0.380, 3.717)  0.1756
H (-2.303, -1.197, 3.077)  0.1831
H (-0.568, -1.476, 1.818)  0.3668
H (-0.225, 1.178, 1.643)  0.1978
H (1.125, 0.700, 2.645)  0.1781
H (0.488, 0.178, -0.213)  0.2022
H (2.024, 0.673, 0.602)  0.1910
H (2.265, -1.547, 1.342)  0.3605
H (1.529, -2.601, -1.126)  0.1652
H (3.129, -2.317, -0.701)  0.1592
H (1.591, -0.846, -2.257)  0.5191
O (-1.360, 3.854, -0.045)  -1.0076
H (-0.521, 4.005, -0.493)  0.4380
H (-1.979, 4.495, -0.425)  0.4570
O (-3.074, -0.292, -0.783)  -0.9996
H (-3.978, 0.036, -0.769)  0.4757
H (-2.738, -0.062, 0.115)  0.5147
O (2.323, 2.139, -1.396)  -1.0007
H (3.031, 2.368, -2.010)  0.4856
H (2.271, 1.160, -1.350)  0.5133
O (-0.510, -3.042, -1.080)  -0.9650
H (-0.072, -2.862, -0.242)  0.4925
H (-1.310, -2.481, -1.098)  0.4939
O (-2.077, -0.293, -3.172)  -0.9879
H (-2.680, -0.531, -2.471)  0.4990
H (-2.026, 0.671, -3.187)  0.4744
O (0.401, 4.029, -1.437)  -0.8828
H (0.786, 4.332, -0.616)  0.4655
H (0.722, 3.105, -1.367)  0.5123
O (1.429, -1.564, 4.667)  -0.9345
H (1.207, -1.215, 3.810)  0.4751
H (2.263, -1.998, 4.446)  0.4549
O (0.508, -1.641, -3.211)  -0.9974
H (-0.157, -1.153, -3.702)  0.5145
H (0.155, -2.329, -2.621)  0.5104

=====

# 2
Here is 9 unconnected molecules or ions with the total composition C4H28N2O9 in a non-equilibrium geometry from OMol25. Energies are from ωB97M-V/def2-TZVPD.

Values from the calculation:
Kohn-Sham gap = 0.353 Eh
SMILES string = C[C@@H](O)CNCN.O.O.O.O.O.O.O.O
total charge = 0
relative energy (zero: lowest compared OMol25 entry of this formula, charge and spin) = 128.2 kcal/mol
spin multiplicity = 1

Each line ends with the natural charge from an NBO analysis.
Positions of all 43 atoms, in Å:
C (0.683, 1.742, -1.937)  -0.6262
C (0.020, 0.993, -0.693)  0.0884
O (-0.928, 1.968, -0.292)  -0.7591
C (-0.680, -0.356, -0.966)  -0.2705
N (-1.296, -0.915, 0.304)  -0.6565
C (-1.240, -2.384, 0.220)  -0.0536
N (0.131, -2.747, 0.455)  -0.8657
H (1.553, 2.367, -1.565)  0.2049
H (-0.034, 2.223, -2.538)  0.2166
H (1.168, 1.054, -2.670)  0.2208
H (0.605, 0.747, 0.172)  0.1832
H (-1.585, 2.228, -0.933)  0.4826
H (-1.494, -0.369, -1.783)  0.1717
H (0.223, -0.948, -1.398)  0.2250
H (-0.777, -0.562, 1.018)  0.3670
H (-1.983, -3.001, 0.877)  0.1737
H (-1.541, -2.791, -0.865)  0.1721
H (0.408, -2.639, 1.388)  0.3755
H (0.241, -3.747, 0.243)  0.3562
O (-0.172, 3.272, 1.764)  -0.8975
H (-0.038, 2.397, 1.443)  0.4793
H (0.691, 3.604, 1.927)  0.4170
O (-1.515, -1.049, -3.892)  -0.9212
H (-0.654, -1.534, -3.854)  0.4721
H (-1.629, -1.319, -2.908)  0.4474
O (3.845, -0.309, -0.459)  -0.9571
H (3.927, -0.519, 0.459)  0.4768
H (2.891, -0.528, -0.639)  0.4773
O (2.339, 2.371, 1.510)  -0.9297
H (2.387, 2.702, 0.577)  0.4870
H (2.089, 3.176, 1.908)  0.4556
O (1.402, -2.098, -2.165)  -0.9987
H (2.161, -2.711, -2.260)  0.4895
H (0.769, -2.467, -1.446)  0.5005
O (2.157, -0.451, 1.619)  -0.9703
H (2.393, -0.551, 2.545)  0.4739
H (2.151, 0.490, 1.569)  0.4928
O (-3.814, 0.323, 0.774)  -0.9720
H (-4.245, -0.426, 0.255)  0.4706
H (-2.997, 0.660, 0.254)  0.4965
O (-1.689, -0.367, 3.306)  -0.9302
H (-1.745, -1.184, 2.707)  0.4576
H (-2.479, 0.032, 3.138)  0.4768

=====

# 3
Here is 10 unconnected molecules or ions with the total composition C4H29N2O9S in a non-equilibrium geometry from OMol25. Energies are from ωB97M-V/def2-TZVPD.

Values from the calculation:
Kohn-Sham gap = 0.274 Eh
total charge = -1
relative energy (zero: lowest compared OMol25 entry of this formula, charge and spin) = 11.3 kcal/mol
spin multiplicity = 1

Each line ends with the natural charge from an NBO analysis.
Positions of all 45 atoms, in Å:
C (-1.208, 2.722, -1.833)  -0.2109
N (-1.750, 2.323, -0.524)  -0.6702
C (-2.580, 1.125, -0.506)  -0.0449
N (-1.954, -0.027, 0.164)  -0.9000
C (0.259, 3.164, -1.682)  -0.4197
C (1.372, 2.107, -1.775)  -0.5027
S (0.977, 0.474, -1.057)  -0.7298
H (-1.379, 1.960, -2.586)  0.1817
H (-1.787, 3.594, -2.165)  0.1665
H (-1.105, 2.353, 0.247)  0.3719
H (-2.944, 0.887, -1.492)  0.1760
H (-3.480, 1.310, 0.101)  0.1486
H (-1.125, -0.203, -0.390)  0.3820
H (-1.534, 0.297, 1.032)  0.3669
H (0.255, 3.706, -0.736)  0.1985
H (0.542, 3.923, -2.417)  0.1940
H (1.693, 1.967, -2.810)  0.1875
H (2.224, 2.555, -1.288)  0.2020
H (-0.930, -3.675, 0.904)  0.4912
H (-2.041, -2.908, 1.543)  0.4953
O (-1.375, -3.575, 1.750)  -0.9725
H (-0.102, 0.841, 3.547)  0.4778
H (1.016, 1.039, 2.390)  0.5160
O (0.192, 0.595, 2.669)  -0.9935
H (3.429, -1.088, 1.692)  0.4785
H (2.969, -0.670, 0.374)  0.4863
O (3.695, -0.488, 0.986)  -0.9757
H (1.891, -2.356, 2.598)  0.4927
H (1.559, -3.340, 1.421)  0.4787
O (2.271, -2.921, 1.910)  -1.0137
H (-2.157, -2.208, -0.849)  0.4909
H (-3.602, -2.132, -0.527)  0.4707
O (-2.885, -2.772, -0.562)  -0.9614
H (1.370, 1.633, 0.780)  0.4909
H (2.810, 1.883, 1.203)  0.4902
O (1.922, 2.242, 1.332)  -1.0109
H (1.068, -1.957, -0.565)  0.5030
H (1.364, -3.371, -0.935)  0.4702
O (0.663, -2.842, -0.541)  -0.9737
H (-0.239, 0.405, -3.122)  0.4841
H (0.365, -0.646, -3.877)  0.4635
O (-0.483, -0.206, -3.846)  -0.9687
H (-0.105, -2.524, 2.825)  0.4991
H (0.384, -1.134, 3.158)  0.4911
O (0.476, -2.061, 3.459)  -0.9975

=====

# 4
Here is 11 unconnected molecules or ions with the total composition C4H29NO12 in a non-equilibrium geometry from OMol25. Energies are from ωB97M-V/def2-TZVPD.

Values from the calculation:
Kohn-Sham gap = 0.379 Eh
SMILES string = CCC(=O)NCO.O.O.O.O.O.O.O.O.O.O
total charge = 0
relative energy (zero: lowest compared OMol25 entry of this formula, charge and spin) = 52.6 kcal/mol
spin multiplicity = 1

Each line ends with the natural charge from an NBO analysis.
Positions of all 46 atoms, in Å:
C (3.264, 2.142, -1.562)  -0.6102
C (1.832, 2.408, -2.078)  -0.5147
C (0.789, 2.041, -1.082)  0.7128
O (0.126, 2.887, -0.476)  -0.7049
N (0.574, 0.740, -0.798)  -0.6466
C (1.259, -0.470, -1.176)  0.0802
O (0.307, -1.334, -1.817)  -0.7326
H (4.084, 1.812, -2.192)  0.2266
H (3.630, 2.923, -0.892)  0.2184
H (3.177, 1.321, -0.829)  0.1965
H (1.653, 1.892, -3.021)  0.2347
H (1.837, 3.487, -2.181)  0.2453
H (-0.193, 0.520, -0.172)  0.4228
H (1.995, -0.329, -1.961)  0.1919
H (1.693, -1.012, -0.343)  0.1988
H (-0.421, -1.498, -1.206)  0.4702
O (-1.117, -4.250, -0.694)  -0.9537
H (-0.378, -3.874, -0.185)  0.4936
H (-1.652, -3.453, -0.790)  0.4563
O (-0.034, 0.233, 3.282)  -0.9781
H (-0.423, -0.038, 2.427)  0.4835
H (-0.784, 0.510, 3.818)  0.4727
O (-2.839, 3.288, -0.775)  -0.9921
H (-3.024, 4.083, -1.267)  0.4937
H (-1.994, 3.246, -0.314)  0.5087
O (2.278, -0.892, 2.028)  -0.9745
H (2.913, -0.177, 1.974)  0.4857
H (1.936, -0.904, 2.930)  0.4984
O (-2.924, 0.567, -0.928)  -0.9775
H (-2.008, 0.509, -1.205)  0.4661
H (-3.104, 1.478, -0.638)  0.5059
O (2.497, -2.777, -1.565)  -0.9491
H (3.416, -2.993, -1.724)  0.4688
H (2.044, -2.812, -2.413)  0.4871
O (-2.518, -3.166, 1.825)  -0.9731
H (-3.299, -2.971, 1.301)  0.4745
H (-1.979, -3.844, 1.408)  0.4975
O (-1.437, -0.499, 0.964)  -0.9970
H (-1.511, -1.087, 1.736)  0.5066
H (-2.324, -0.105, 0.943)  0.5139
O (0.191, -2.747, 1.316)  -0.9766
H (0.663, -3.218, 2.010)  0.4827
H (0.697, -1.928, 1.209)  0.4976
O (-1.076, 3.659, 1.920)  -0.9655
H (-0.587, 3.514, 1.096)  0.4901
H (-0.831, 2.909, 2.467)  0.4646

=====

Please write out number 1 again, unchanged.
Here is 9 unconnected molecules or ions with the total composition C4H28N2O10 in a non-equilibrium geometry from OMol25. Energies are from ωB97M-V/def2-TZVPD.

Values from the calculation:
Kohn-Sham gap = 0.355 Eh
SMILES string = OCNCCNCO.O.O.O.O.O.O.O.O
total charge = 0
relative energy (zero: lowest compared OMol25 entry of this formula, charge and spin) = 98.2 kcal/mol
spin multiplicity = 1

Each line ends with the natural charge from an NBO analysis.
Positions of all 44 atoms, in Å:
O (-2.479, 0.345, 1.791)  -0.7778
C (-1.750, -0.287, 2.870)  0.0912
N (-0.430, -0.729, 2.471)  -0.6492
C (0.392, 0.325, 1.924)  -0.2474
C (1.165, 0.003, 0.617)  -0.2222
N (1.609, -1.400, 0.588)  -0.6958
C (2.158, -1.818, -0.724)  0.0934
O (2.231, -0.673, -1.533)  -0.7873
H (-2.556, 1.283, 1.929)  0.4953
H (-1.625, 0.380, 3.717)  0.1756
H (-2.303, -1.197, 3.077)  0.1831
H (-0.568, -1.476, 1.818)  0.3668
H (-0.225, 1.178, 1.643)  0.1978
H (1.125, 0.700, 2.645)  0.1781
H (0.488, 0.178, -0.213)  0.2022
H (2.024, 0.673, 0.602)  0.1910
H (2.265, -1.547, 1.342)  0.3605
H (1.529, -2.601, -1.126)  0.1652
H (3.129, -2.317, -0.701)  0.1592
H (1.591, -0.846, -2.257)  0.5191
O (-1.360, 3.854, -0.045)  -1.0076
H (-0.521, 4.005, -0.493)  0.4380
H (-1.979, 4.495, -0.425)  0.4570
O (-3.074, -0.292, -0.783)  -0.9996
H (-3.978, 0.036, -0.769)  0.4757
H (-2.738, -0.062, 0.115)  0.5147
O (2.323, 2.139, -1.396)  -1.0007
H (3.031, 2.368, -2.010)  0.4856
H (2.271, 1.160, -1.350)  0.5133
O (-0.510, -3.042, -1.080)  -0.9650
H (-0.072, -2.862, -0.242)  0.4925
H (-1.310, -2.481, -1.098)  0.4939
O (-2.077, -0.293, -3.172)  -0.9879
H (-2.680, -0.531, -2.471)  0.4990
H (-2.026, 0.671, -3.187)  0.4744
O (0.401, 4.029, -1.437)  -0.8828
H (0.786, 4.332, -0.616)  0.4655
H (0.722, 3.105, -1.367)  0.5123
O (1.429, -1.564, 4.667)  -0.9345
H (1.207, -1.215, 3.810)  0.4751
H (2.263, -1.998, 4.446)  0.4549
O (0.508, -1.641, -3.211)  -0.9974
H (-0.157, -1.153, -3.702)  0.5145
H (0.155, -2.329, -2.621)  0.5104